(1)
The following is a DFT calculation (the ωB97M-V functional and the def2-TZVPD basis) of a cluster of 2 separate species, C7H14O3P in total.

Results
E_tot: -841.8165 a.u.
total charge: +1
multiplicity: 1
orbital gap: 9.10 eV
HOMO level: -13.071 eV
energy relative to the best compared isomer or geometry (same formula, charge and spin): 89.69 kcal/mol

Cartesian coordinates (Å):
C (1.845, 0.866, -0.714)
H (-3.996, -0.121, 1.767)
C (-3.232, -0.437, 2.484)
H (-1.521, 0.387, 0.617)
C (1.858, -1.383, -2.319)
O (1.169, 0.716, 3.311)
H (0.930, -2.094, -2.255)
H (0.799, 0.723, -2.843)
O (-1.037, 0.105, 3.337)
H (-2.785, -1.376, 2.141)
H (-2.577, 1.450, 3.298)
O (-0.305, 1.557, 1.776)
H (1.312, -1.067, -4.958)
H (3.330, -0.119, -4.261)
C (0.045, 0.786, 2.850)
C (-2.178, 0.635, 2.682)
H (1.466, 1.988, -0.571)
C (1.424, 0.194, -1.975)
P (2.515, -1.309, -4.151)
H (2.537, 0.303, 0.049)
H (2.716, -1.763, -1.610)
H (-2.175, 2.000, 1.004)
C (-1.607, 1.152, 1.397)
H (3.194, -2.535, -4.489)
H (-3.727, -0.658, 3.436)

Here are the Löwdin charges for atoms 1 to 6, given in e: 0.02, 0.09, -0.02, 0.13, -0.37, 0.14

(2)
The following is a DFT calculation (the ωB97M-V functional and the def2-TZVPD basis) of an isolated molecule of C7H14O5.

Results
E_tot: -651.0094 a.u.
multiplicity: 3
orbital gap (alpha / beta): 3.80 / 7.08 eV
HOMO level (alpha / beta): -3.147 / -10.376 eV

Cartesian coordinates (Å):
O (0.611, 1.358, -1.184)
C (-1.438, 0.053, -1.515)
C (1.591, -0.637, 0.630)
O (-0.841, 1.671, 2.969)
C (0.758, -0.896, -0.627)
H (2.269, -0.416, -1.846)
O (-0.069, -2.083, -0.318)
H (-1.241, -0.066, -2.536)
H (2.423, 0.052, 0.231)
H (-1.686, -0.461, 2.328)
O (-1.555, -0.487, 1.363)
C (-0.480, 0.367, 1.058)
H (2.055, -1.614, 0.795)
H (-0.358, 2.708, 1.132)
H (-2.053, -0.881, -1.234)
H (0.117, 1.461, 3.140)
H (-0.625, -1.866, 0.400)
H (0.911, -1.651, -2.710)
H (2.271, -2.210, -1.471)
H (0.111, 2.166, -1.204)
H (-2.151, 0.898, -1.364)
C (-0.123, 0.271, -0.781)
H (-2.011, 1.894, 1.391)
C (1.660, -1.343, -1.828)
C (-0.858, 1.764, 1.576)
O (0.714, -0.054, 1.605)

Here are the Löwdin charges for atoms 1 to 6, given in e: 0.07, 0.00, -0.10, -0.06, -0.50, 0.08

(3)
The following is a DFT calculation (the ωB97M-V functional and the def2-TZVPD basis) of a cluster of 2 separate species, C7H14O7S in total.

Results
E_tot: -1199.8689 a.u.
multiplicity: 1
orbital gap: 10.81 eV
HOMO level: -10.407 eV
energy relative to the best compared isomer or geometry (same formula, charge and spin): 0.00 kcal/mol
SMILES: O=S1(=O)CCCC1.O=C(OO)OCCO

Cartesian coordinates (Å):
S (-2.885, 0.076, 0.518)
H (-4.010, -1.476, -0.893)
O (6.332, 0.073, 0.232)
H (-4.103, 2.039, 0.048)
C (-3.507, 0.307, -2.065)
O (1.692, 0.176, 1.934)
C (-2.786, 1.587, -1.623)
H (5.764, 0.434, -0.458)
H (0.822, 0.568, 2.060)
H (-4.584, 0.485, -2.089)
H (0.773, -0.873, 0.421)
C (-3.073, 1.732, -0.131)
C (-3.186, -0.781, -1.032)
O (4.801, -1.479, 2.494)
O (5.599, 0.252, 1.425)
H (-2.388, 2.403, 0.383)
C (2.756, -1.519, 0.695)
H (-2.281, -1.328, -1.289)
C (1.725, -0.435, 0.668)
H (1.973, 0.288, -0.104)
C (4.801, -0.850, 1.537)
O (4.074, -1.026, 0.457)
H (-3.126, 2.458, -2.180)
H (2.655, -2.064, 1.620)
O (-3.951, -0.203, 1.441)
H (2.531, -2.203, -0.107)
H (-1.711, 1.482, -1.786)
H (-3.205, -0.002, -3.064)
O (-1.503, -0.117, 0.889)

Here are the Löwdin charges for atoms 1 to 6, given in e: 0.67, 0.10, 0.03, 0.11, -0.21, -0.03

(4)
The following is a DFT calculation (the ωB97M-V functional and the def2-TZVPD basis) of a structure of composition C7H14OPPdS.

Results
E_tot: -1217.3828 a.u.
total charge: -1
multiplicity: 3
orbital gap (alpha / beta): 2.52 / 5.05 eV
HOMO level (alpha / beta): 0.255 / -2.317 eV
energy relative to the best compared isomer or geometry (same formula, charge and spin): 35.48 kcal/mol

Cartesian coordinates (Å):
C (-0.591, 0.978, 3.237)
H (-0.009, 0.446, -4.610)
H (-0.418, 1.925, 2.710)
C (0.597, -0.433, -1.485)
H (-1.288, 2.431, 0.420)
H (-0.251, 1.027, 4.274)
H (0.028, 3.297, -1.391)
H (-1.635, 0.650, 3.147)
O (-0.625, -0.720, 1.300)
H (-0.513, -2.096, 3.561)
S (0.355, -0.272, 2.346)
C (-0.284, -1.139, -3.547)
H (-0.539, -2.498, -2.191)
H (1.045, 1.504, 0.093)
C (0.210, 0.024, -3.736)
H (1.334, -0.817, -0.665)
C (-0.121, -1.492, -2.274)
H (0.754, -1.185, 4.512)
H (1.886, 0.893, -2.789)
H (1.233, -2.287, 3.163)
Pd (-1.121, 0.274, -2.295)
P (-0.263, 2.112, -0.643)
C (0.955, 0.468, -2.457)
H (-1.205, -1.484, -4.228)
C (0.467, -1.607, 3.548)

Here are the Löwdin charges for atoms 1 to 6, given in e: -0.29, 0.03, 0.01, -0.42, -0.17, 0.04

- The highest E_tot belongs to which entry?
  C7H14O5